C4H9NO4S | ωB97M-V/def2-TZVPD

```
19
C4H9NO4S ωB97M-V/def2-TZVPD
O -2.263 1.393 1.594
O -2.785 0.731 -0.751
O 1.677 -1.762 -0.277
O -1.369 2.735 -0.341
N -0.311 0.338 0.094
C 1.135 -1.490 1.045
C 1.716 -0.486 -1.048
C -0.305 -0.895 0.902
C 0.298 0.156 -1.210
S -1.795 1.256 0.212
H -1.757 3.331 0.311
H 1.764 -0.753 1.565
H 1.094 -2.414 1.629
H 2.160 -0.663 -2.009
H 2.328 0.270 -0.537
H -0.956 -1.601 0.403
H -0.701 -0.763 1.938
H -0.339 -0.514 -1.804
H 0.408 1.132 -1.717
```

## Properties
* energy relative to the best compared isomer or geometry (same formula, charge and spin): 55.4 kcal/mol
* SMILES: O=S(=O)(O)N1CCOCC1
* HOMO energy: -9.8 eV
* molar mass: 167.2 g mol⁻¹
* HOMO-LUMO gap: 10.28 eV

Here are the Mulliken charges for atoms 1 to 5, given in e: -0.621 -0.601 -0.386 -0.459 -0.025